Record 1
{
  "formula": "C8H24F3O4S4Tl",
  "method": "ωB97M-V/def2-TZVPD",
  "symbols": ["H", "H", "C", "F", "F", "C", "H", "H", "H", "O", "H", "Tl", "H", "H", "H", "H", "C", "C", "C", "S", "C", "C", "H", "O", "H", "F", "C", "S", "O", "S", "H", "H", "H", "H", "H", "S", "H", "O", "H", "H", "H", "H", "H", "H"],
  "coordinates": [[-7.91503, -1.11765, -3.65519], [-7.48657, 0.60314, -0.49889], [-3.61383, -5.91132, 3.11047], [-1.36151, 4.22959, -2.47135], [0.79788, 4.59003, 2.00548], [-7.25709, 0.46080, -1.55491], [5.67735, 4.03556, -6.20472], [-6.91994, -2.56682, -3.73992], [5.54275, -1.41651, 4.29173], [4.28079, -0.34306, 1.67540], [4.39508, 2.12261, 3.70549], [-0.01489, 0.65097, -0.14226], [-4.10521, -5.15232, 3.71920], [-1.43279, -6.02986, 5.11438], [-4.17242, -5.86062, 2.17585], [-6.25276, -1.07717, -4.21926], [-6.91534, -1.51073, -3.47019], [5.28558, -0.36255, 4.18620], [5.03333, 3.37745, -5.62143], [-6.23319, -1.06614, -1.80387], [-1.19969, -5.10063, 4.59446], [3.60354, 5.26773, -4.54299], [-3.70420, -6.84163, 3.67123], [-4.76254, -0.78221, -2.11557], [4.22572, -0.21271, 4.39196], [-0.22197, 0.37549, 4.30819], [5.00454, 1.96069, 2.81642], [4.73346, 3.99604, -3.87929], [3.79897, 2.97053, -3.19080], [-1.82039, -5.35984, 2.88914], [5.98488, 2.31116, 3.13924], [-1.71466, -4.27403, 5.08401], [2.76281, 4.88426, -5.12111], [-8.19600, 0.41508, -2.10668], [4.69862, 2.53466, 1.94174], [5.48766, 0.26317, 2.39696], [5.70249, 0.32176, 4.92513], [-1.68854, -3.95967, 2.23912], [3.14586, 5.85053, -3.74364], [5.27502, 2.31994, -5.51481], [-6.69100, 1.23453, -2.07355], [4.16404, 3.33658, -6.27775], [4.19452, 5.97041, -5.13044], [-0.11512, -5.13741, 4.69669]],
  "atomic_forces_ev_per_a": [[0.0, 0.0, 0.3], [0.5, 0.2, -0.1], [0.3, 1.7, 1.0], [0.1, -0.2, 0.2], [0.0, -0.3, -0.1], [0.4, -0.2, -1.0], [0.8, -0.3, 0.5], [0.1, -0.2, 0.8], [0.3, 0.3, -0.1], [1.6, 0.5, 0.6], [-0.6, -0.5, -0.4], [0.0, 0.3, 0.2], [0.1, 0.2, 0.2], [-0.6, -0.1, 0.2], [0.6, -0.4, -0.2], [0.2, 0.4, 0.3], [0.0, 0.3, -0.5], [-0.6, 0.8, -0.6], [-0.5, -0.4, 0.2], [0.7, -0.7, -1.1], [-1.1, -1.4, 0.3], [0.0, 0.9, 0.6], [0.4, -0.2, -0.5], [-2.0, 0.3, 0.6], [-0.3, -0.4, -0.5], [0.1, 0.1, -0.3], [1.5, 0.2, 0.4], [-3.0, -1.5, -0.9], [1.9, 1.6, -1.1], [1.0, 1.6, -1.1], [0.2, 0.6, -0.1], [0.3, 0.1, -0.2], [0.4, -0.5, 0.0], [0.0, -0.5, 0.1], [-0.1, -0.3, 0.1], [-3.1, -0.9, 0.8], [0.9, -0.3, -0.2], [-1.0, -2.3, 1.0], [0.3, -0.2, 0.3], [0.9, 0.2, -0.1], [0.1, 0.4, 0.6], [-0.7, 0.3, 0.7], [0.1, -0.1, -0.2], [0.0, 0.8, -0.8]],
  "total_energy_ha": -2684.308540,
  "largest_force_ha_per_bohr": 0.068,
  "total_charge": 0,
  "gap_ev": 1.78,
  "spin_multiplicity": 1,
  "e_homo_ha": -0.3274
}

Record 2
{
  "formula": "C8H24FO8Sr2",
  "method": "ωB97M-V/def2-TZVPD",
  "symbols": ["Sr", "C", "C", "C", "H", "H", "H", "O", "H", "H", "H", "H", "O", "F", "O", "H", "H", "H", "H", "H", "H", "H", "O", "H", "O", "H", "C", "H", "C", "H", "H", "H", "Sr", "C", "H", "H", "C", "H", "O", "H", "O", "O", "C"],
  "coordinates": [[1.46902, 1.40263, 0.46490], [-0.86344, -4.17182, -0.38519], [-1.05718, -4.24520, 1.12579], [-2.08244, 1.38310, -1.02540], [-2.46380, 1.53495, -0.01183], [4.33309, -0.33397, 0.86745], [-3.22302, -0.29699, -1.72266], [-0.46571, 2.39138, 2.00956], [-1.50524, -0.42859, -2.03101], [-1.65967, 4.04249, 2.41990], [0.96402, -1.00094, -1.23400], [-1.32412, -0.51728, 0.39317], [3.55150, -0.41016, 0.30794], [0.07060, -0.47146, 1.30745], [1.00362, 4.01811, 0.42038], [-0.96665, -2.27653, -0.67517], [-0.07988, 4.29754, 2.98216], [-0.28685, -5.03582, -0.71819], [-1.07436, 4.30756, 0.08923], [-1.73486, -5.07213, 1.33343], [-1.82877, -4.29259, -0.89714], [-0.44713, 1.99359, 2.88405], [-1.80726, -3.04630, 1.58391], [-2.70371, 1.97816, -1.69193], [1.55263, -0.28109, -1.50609], [-2.62791, -3.04477, 1.07244], [-0.30630, 4.48014, 0.84248], [2.99264, -0.62284, -2.96269], [-2.24337, -0.09945, -1.29074], [-0.05169, -4.27574, 1.56276], [2.66611, -2.00568, -1.88317], [1.22068, 4.47439, -0.40261], [-0.20299, -1.95776, 3.19302], [3.94707, -0.49834, -1.08625], [-0.64834, 2.33134, -1.94293], [-0.24668, 5.55860, 1.00395], [-0.61804, 3.83305, 2.15096], [4.78143, -1.18730, -1.19606], [-2.10663, -0.84624, -0.08110], [4.28857, 0.49559, -1.40113], [-0.26746, -2.95094, -0.76166], [-0.70004, 1.76926, -1.16349], [2.75254, -0.92199, -1.94447]],
  "atomic_forces_ev_per_a": [[-0.7, -0.1, -0.6], [-0.5, -0.1, -0.1], [-1.3, 0.5, -1.2], [-0.5, -0.5, -0.2], [0.4, 0.4, 0.1], [0.2, -0.1, -0.2], [-0.1, -0.1, 0.3], [0.8, 0.1, 0.1], [0.0, 0.1, 0.0], [0.0, -0.1, -0.3], [-0.1, 0.1, -0.2], [-0.2, -0.1, -0.1], [-0.6, 0.3, 0.2], [0.7, -0.1, 1.4], [-0.2, -0.5, -0.4], [0.0, 0.0, 0.1], [0.7, -0.6, -0.2], [0.3, 0.2, 0.0], [0.2, -0.3, -0.1], [0.7, -0.5, 0.5], [0.0, 0.1, 0.2], [-0.3, 0.2, 0.2], [1.4, -0.6, 0.6], [0.1, 0.0, -0.1], [-0.1, -0.1, 0.4], [-0.1, 0.5, 0.2], [0.4, 0.6, 0.1], [-0.2, -0.1, -0.1], [-0.1, 0.2, -0.4], [-0.3, -0.1, 0.5], [-0.3, 0.0, -0.1], [0.1, 0.2, 0.1], [-0.7, 0.0, -1.5], [0.0, 0.7, -0.1], [0.2, -0.1, -0.1], [-0.1, 0.0, 0.0], [-1.2, 0.3, 0.5], [-0.1, -0.1, -0.1], [0.0, -0.2, -0.3], [0.1, -0.1, 0.0], [0.3, 0.2, 0.1], [0.2, 0.3, 0.5], [1.2, -0.3, 0.4]],
  "total_energy_ha": -1081.636509,
  "largest_force_ha_per_bohr": 0.036,
  "total_charge": 3,
  "gap_ev": 8.16,
  "relative_energy_ev": 0.000,
  "spin_multiplicity": 1,
  "e_homo_ha": -0.6839
}

Record 3
{
  "formula": "C8H24KO4",
  "method": "ωB97M-V/def2-TZVPD",
  "symbols": ["H", "H", "H", "O", "H", "O", "H", "H", "C", "H", "H", "C", "K", "H", "H", "H", "H", "H", "C", "C", "H", "H", "H", "O", "C", "C", "O", "H", "H", "H", "C", "C", "H", "H", "H", "H", "H"],
  "coordinates": [[-17.61158, 27.94794, -22.20743], [-10.24520, 23.44146, -18.42443], [-13.59593, 26.11876, -27.14539], [-11.84869, 24.26350, -26.41626], [-11.33772, 24.38409, -28.40185], [-12.43348, 24.94822, -17.77831], [-13.18898, 25.13133, -17.21502], [-10.52913, 28.98811, -21.54833], [-8.59265, 28.02139, -21.34313], [-8.34419, 26.48598, -22.51685], [-10.36901, 28.14225, -20.07412], [-9.79293, 28.73353, -20.78590], [-12.52421, 24.16765, -21.99126], [-16.32620, 26.32007, -23.20350], [-11.09127, 25.83656, -27.37200], [-15.01891, 28.27160, -20.65819], [-7.99534, 27.72037, -20.48248], [-15.71150, 29.51592, -21.58204], [-13.13993, 25.48377, -27.90496], [-11.36559, 24.50352, -16.86887], [-17.01336, 26.80048, -21.04698], [-13.15351, 26.00771, -28.86068], [-9.31311, 23.84743, -16.95833], [-15.85391, 26.96885, -22.67660], [-10.09980, 24.17963, -17.63572], [-15.98959, 28.66798, -20.95614], [-9.07288, 26.88587, -22.03655], [-8.01139, 28.71388, -21.95197], [-11.13941, 23.61691, -26.43720], [-11.15880, 25.32775, -16.18624], [-11.73380, 24.98109, -27.58038], [-16.69783, 27.57909, -21.74146], [-16.61333, 28.97302, -20.11590], [-11.73720, 23.69815, -16.23530], [-9.76925, 25.09905, -18.11892], [-9.45145, 29.58905, -20.20317], [-13.82445, 24.66370, -28.12182]],
  "atomic_forces_ev_per_a": [[0.0, 0.2, -0.2], [-0.1, -0.2, 0.2], [0.3, 0.0, 0.1], [0.3, -1.9, 1.8], [0.0, 0.0, -0.1], [1.0, -0.6, 0.3], [-0.1, 0.1, 0.0], [0.3, 0.4, -0.2], [-0.6, 0.2, 0.9], [0.1, 0.0, 0.0], [0.3, -0.5, 0.1], [-0.5, 0.2, 0.4], [0.0, 0.3, 0.0], [-0.3, 0.2, 0.0], [0.3, 0.2, -0.5], [-0.1, -0.1, 0.6], [0.4, -0.1, -0.1], [-0.4, 0.2, 0.0], [-0.1, -0.1, -1.2], [-0.6, 0.5, -0.1], [-0.2, 0.0, 0.4], [0.2, 0.4, 0.1], [-0.1, -0.1, 0.0], [1.3, -0.1, -0.8], [-0.4, 0.4, -0.2], [0.5, -0.4, -0.8], [0.1, -0.4, -0.5], [0.0, -0.2, -0.3], [0.0, -0.2, 0.4], [0.1, 0.1, 0.0], [-1.2, 1.8, -1.0], [-1.0, -0.1, 0.8], [0.3, 0.1, 0.0], [0.1, -0.3, -0.3], [0.2, 0.0, 0.0], [-0.2, 0.3, -0.3], [0.1, -0.3, 0.4]],
  "total_energy_ha": -1219.851316,
  "largest_force_ha_per_bohr": 0.051,
  "total_charge": 1,
  "gap_ev": 8.96,
  "relative_energy_ev": 2.012,
  "spin_multiplicity": 1,
  "e_homo_ha": -0.4683
}

Record 4
{
  "formula": "C8H24NO6Zn",
  "method": "ωB97M-V/def2-TZVPD",
  "symbols": ["H", "H", "O", "H", "C", "H", "C", "H", "H", "H", "H", "H", "O", "H", "O", "H", "C", "H", "O", "Zn", "H", "H", "O", "H", "C", "H", "N", "C", "C", "H", "H", "C", "H", "H", "H", "H", "H", "C", "H", "O"],
  "coordinates": [[-1.75600, 0.06661, -0.63147], [2.21027, -3.15586, 0.04546], [2.92498, -0.90124, -1.46375], [-5.78594, 1.93039, 1.01635], [-1.72254, 0.51073, 0.36774], [-0.07016, -2.26731, -0.57831], [1.86723, -2.07462, 1.89972], [-1.60684, -0.66767, 2.21166], [2.46855, -2.73142, 2.53210], [-4.88241, 3.27100, 0.28674], [0.98421, -1.80340, 2.49369], [-0.15577, 1.85797, 0.55053], [0.62331, -1.81492, -0.09102], [1.30025, -0.94871, -3.48296], [2.58958, -0.91574, 1.51625], [-2.35156, 2.40528, -0.44377], [1.40081, -2.77492, 0.66539], [-2.22058, -1.56522, 0.82475], [-3.94438, 1.42212, 0.35641], [1.48542, 0.17793, -0.24619], [3.00129, -0.52685, 2.29414], [1.62204, 0.64000, -4.14096], [2.42645, 1.80730, 0.04234], [0.73809, -3.58800, 0.96213], [-2.57666, 1.77326, 0.42691], [-2.32421, 2.33115, 1.33909], [-0.27869, 0.84757, 0.66713], [-2.21999, -0.58918, 1.30585], [1.63200, 0.06515, -3.21536], [-0.14845, 0.63088, -2.51868], [-0.20866, 0.73886, 1.67935], [3.02428, -0.07534, -2.64705], [3.59475, -0.60648, -3.40993], [-4.44961, 2.68796, 1.91610], [2.86055, 1.75399, 0.90200], [3.74450, -1.39984, -1.40357], [-3.23362, -0.39539, 1.64689], [-4.80363, 2.38453, 0.92616], [3.47824, 0.87994, -2.38842], [0.76290, 0.61951, -2.21343]],
  "atomic_forces_ev_per_a": [[0.0, 0.4, -0.2], [0.1, 0.0, 0.0], [0.1, 0.0, -0.8], [0.0, 0.0, 0.0], [0.4, -0.6, 0.0], [0.0, 0.1, -0.1], [-0.2, -0.1, 0.7], [0.0, 0.0, -0.1], [0.1, -0.1, -0.2], [0.0, 0.0, 0.1], [0.1, 0.1, -0.1], [0.3, -0.2, -0.2], [0.2, -0.4, 0.2], [-0.1, 0.2, 0.2], [0.0, -0.1, -0.1], [0.3, 0.2, 0.2], [-0.6, 0.0, -0.2], [0.0, 0.0, 0.0], [0.6, -0.2, 0.3], [0.3, 0.6, 0.5], [0.0, 0.2, -0.1], [0.1, 0.3, 0.2], [-0.1, -0.5, 0.2], [0.2, -0.1, 0.0], [-0.3, -0.1, -0.6], [-0.2, 0.0, 0.1], [-1.4, 0.5, 0.5], [0.1, 0.0, 0.5], [-0.1, -0.7, -0.2], [0.0, 0.0, -0.1], [0.3, 0.0, -0.1], [-0.3, 0.0, -0.3], [0.2, 0.2, 0.1], [-0.1, 0.0, 0.0], [0.1, 0.3, -0.2], [0.0, 0.1, 0.5], [-0.1, 0.0, -0.2], [-0.1, 0.3, -0.1], [0.0, 0.0, 0.0], [0.3, -0.1, -0.2]],
  "total_energy_ha": -2604.511627,
  "largest_force_ha_per_bohr": 0.030,
  "total_charge": 1,
  "gap_ev": 9.20,
  "relative_energy_ev": 0.000,
  "spin_multiplicity": 1,
  "e_homo_ha": -0.4385
}